{
  "formula": "C3H13NO3",
  "method": "ωB97M-V/def2-TZVPD",
  "lumo_energy_ev": 0.769,
  "e_homo_ev": -7.454,
  "homo_lumo_gap_ev": 8.22,
  "species": ["O", "O", "O", "N", "C", "C", "C", "H", "H", "H", "H", "H", "H", "H", "H", "H", "H", "H", "H", "H"],
  "xyz": [[1.92, 0.04, -0.25], [2.07, 0.62, 2.49], [-0.86, 0.20, 2.20], [-0.46, -0.63, -1.66], [-0.84, -2.02, -1.78], [-1.13, 1.44, -0.67], [-1.38, 0.33, -1.40], [2.73, 0.08, -0.78], [-1.69, -0.29, 2.09], [-0.99, 0.95, 1.59], [2.11, 1.44, 2.99], [2.17, -0.17, 0.66], [-0.96, -2.37, -2.81], [-2.38, -0.11, -1.37], [-0.07, -2.63, -1.30], [-1.75, 2.30, -0.54], [1.23, 0.20, 2.74], [-0.15, 1.50, -0.19], [0.53, -0.57, -1.45], [-1.74, -2.26, -1.20]],
  "mulliken_charge": [-0.6415, -0.6423, -0.6686, -0.1333, -1.0290, -1.3509, 0.3158, 0.2750, 0.3136, 0.3335, 0.2949, 0.3133, 0.2799, 0.2811, 0.3203, 0.2987, 0.3283, 0.4322, 0.3253, 0.3535]
}